One molecule with the formula FH2P at a distorted geometry, computed with the ωB97M-V functional and the def2-TZVPD basis.

Positions of all 4 atoms, in Å:
F -1.3302 0.5697 0.0488
P -0.1471 -0.5723 -0.0610
H 0.6774 -0.1805 0.9070
H 0.7998 0.1831 -0.8948

charge: 0
HOMO-LUMO gap: 11.242 eV
HOMO: -0.3835 Eh
energy relative to the best compared isomer or geometry (same formula, charge and spin): 1.5 kcal/mol

A 2-piece molecular cluster, FH2PS overall at a distorted geometry, computed with the ωB97M-V functional and the def2-TZVPD basis.

Positions of all 5 atoms, in Å:
F -3.5906 -0.6137 0.8725
P 0.0255 0.7968 -0.3655
S -3.2019 0.2383 -0.4779
H -0.4744 1.0015 0.8873
H -0.5211 2.2003 -0.6753

charge: 0
HOMO-LUMO gap (spin up / spin down): 6.269 / 6.272 eV
HOMO (spin up / spin down): -0.3345 / -0.3346 Eh
energy relative to the best compared isomer or geometry (same formula, charge and spin): 104.5 kcal/mol

One molecule with the formula FH2PS at a distorted geometry, computed with the ωB97M-V functional and the def2-TZVPD basis.

Positions of all 5 atoms, in Å:
F -1.8422 -0.7649 0.0472
P -0.9277 0.5618 0.1567
S 1.1154 -0.3352 0.1135
H -1.0110 0.4958 -1.1890
H 1.1160 -0.5154 -1.2794

charge: 0
HOMO-LUMO gap: 10.499 eV
HOMO: -0.3687 Eh
energy relative to the best compared isomer or geometry (same formula, charge and spin): 5.6 kcal/mol